(1)
The following is a DFT calculation (wB97M-V/def2-TZVPD) of a structure of composition C22H27N3O6Sr.

CARTESIAN COORDINATES (ANGSTROEM)
Sr: 0.978 0.969 0.580
N: 3.546 3.215 2.413
C: 3.533 2.016 3.257
C: 2.680 0.935 2.604
O: 3.185 0.416 1.543
N: 1.478 0.581 2.998
C: 0.659 1.387 3.905
C: -0.258 2.478 3.257
O: -0.349 2.417 1.985
O: -0.820 3.262 4.023
H: 4.407 3.725 2.554
H: 3.518 2.966 1.428
H: 4.527 1.561 3.363
H: 3.157 2.263 4.251
H: -0.042 0.714 4.409
H: 1.232 1.874 4.704
O: 2.533 4.011 -2.579
C: 1.963 3.080 -2.000
O: 2.239 2.521 -0.908
C: 0.739 2.469 -2.726
C: 0.254 3.037 -3.899
C: -0.831 2.451 -4.526
C: -1.400 1.312 -3.977
C: -0.853 0.811 -2.805
N: 0.184 1.375 -2.193
H: 0.749 3.920 -4.277
H: -1.232 2.881 -5.438
H: -2.250 0.817 -4.431
H: -1.261 -0.073 -2.323
C: 1.448 -2.112 -2.197
C: 0.995 -3.122 -1.144
C: 1.856 -3.072 0.117
C: -0.488 -3.037 -0.839
C: -1.310 -4.116 -1.141
C: -2.670 -4.114 -0.857
C: -3.206 -2.992 -0.233
C: -2.436 -1.885 0.095
C: -3.061 -0.722 0.839
C: -2.463 -0.561 2.239
C: -3.046 0.598 0.073
C: -1.049 -1.883 -0.225
O: -0.315 -0.853 0.068
H: 2.487 -2.291 -2.493
H: 1.376 -1.080 -1.862
H: 0.826 -2.190 -3.094
H: 1.149 -4.114 -1.588
H: 1.773 -2.132 0.661
H: 2.916 -3.204 -0.124
H: 1.563 -3.871 0.804
H: -0.853 -4.983 -1.613
H: -3.288 -4.969 -1.107
H: -4.264 -2.969 0.020
H: -4.116 -0.998 0.967
H: -1.392 -0.358 2.205
H: -2.610 -1.477 2.819
H: -2.935 0.269 2.774
H: -2.047 1.011 -0.049
H: -3.624 1.352 0.616
H: -3.482 0.481 -0.924

The value obtained for the HOMO-LUMO gap is 6.827 eV. Its charge is -2. For the energy relative to the best compared isomer or geometry (same formula, charge and spin), the calculation gives 19.0 kJ/mol. For the lowest unoccupied orbital energy, the calculation gives 4.73 eV.

The molecule's Löwdin atomic charges, reported in e, are given here: 1.5588, 0.0200, -0.2154, -0.6545, -0.2065, -0.0608, -0.1786, -0.6945, -0.2173, -0.0454, 0.0482, 0.0519, 0.1007, 0.0843, 0.0972, 0.0887, -0.0224, -0.6521, -0.1598, -0.1717, -0.0218, -0.0896, -0.0751, -0.1347, 0.0891, 0.1051, 0.0920, 0.0924, 0.1020, -0.0655, -0.3788, -0.0604, -0.1472, -0.0832, -0.1444, -0.0812, -0.1469, -0.3708, -0.0566, -0.0656, -0.3322, -0.3186, 0.0718, 0.0534, 0.0768, 0.1138, 0.0630, 0.0728, 0.0774, 0.0918, 0.0708, 0.0925, 0.1153, 0.0606, 0.0771, 0.0806, 0.0527, 0.0779, 0.0727


(2)
The following is a DFT calculation (wB97M-V/def2-TZVPD) of a cluster of 3 separate species, C22H27N4O5S in total.

CARTESIAN COORDINATES (ANGSTROEM)
C: 5.684 -0.969 -2.108
C: 5.719 -0.532 -3.577
C: 7.166 -0.697 -4.068
C: 5.337 0.934 -3.745
C: 3.862 1.248 -3.613
N: 3.388 1.203 -2.205
C: 2.375 1.735 -1.833
S: 1.046 2.388 -1.328
C: 3.061 0.334 -4.527
C: 3.393 -1.157 -4.465
C: 2.694 -1.851 -3.290
C: 2.866 -1.803 -5.753
N: 4.867 -1.394 -4.441
O: 5.191 -2.627 -4.411
H: 5.784 -2.049 -2.030
H: 6.550 -0.523 -1.618
H: 4.808 -0.624 -1.569
H: 7.175 -0.689 -5.159
H: 7.558 -1.662 -3.761
H: 7.787 0.115 -3.700
H: 5.589 1.224 -4.770
H: 5.955 1.544 -3.090
H: 3.719 2.268 -3.974
H: 1.998 0.459 -4.330
H: 3.260 0.690 -5.540
H: 1.628 -1.637 -3.383
H: 3.005 -1.473 -2.321
H: 2.826 -2.927 -3.359
H: 3.216 -1.235 -6.617
H: 3.250 -2.813 -5.854
H: 1.779 -1.783 -5.774
C: -2.997 3.720 0.225
C: -2.031 2.780 0.558
C: -2.114 2.090 1.756
C: -3.175 2.359 2.600
C: -4.146 3.293 2.293
C: -4.051 3.977 1.092
N: -3.279 1.620 3.868
O: -2.407 0.815 4.128
O: -4.233 1.849 4.580
H: -2.929 4.253 -0.713
H: -1.209 2.579 -0.115
H: -1.369 1.358 2.027
H: -4.961 3.480 2.976
H: -4.802 4.711 0.833
C: -5.053 -0.453 6.991
C: -6.184 -0.661 7.770
C: -7.129 -1.601 7.389
C: -6.917 -2.317 6.227
C: -5.800 -2.124 5.435
C: -4.863 -1.181 5.825
N: -7.911 -3.326 5.822
O: -8.892 -3.463 6.523
O: -7.690 -3.961 4.813
H: -4.318 0.281 7.289
H: -6.331 -0.092 8.677
H: -8.013 -1.772 7.983
H: -5.666 -2.698 4.531
H: -3.984 -1.011 5.220

The value obtained for the HOMO-LUMO gap (spin up / spin down) is 7.905 / 9.022 eV. Its charge is 0. As for the spin multiplicity: 2. For the lowest unoccupied orbital energy (spin up / spin down), the calculation gives -0.66 / -0.66 eV. Its expectation value of S² is 0.754.

The molecule's Löwdin atomic charges, reported in e, are given here: -0.0224, -0.4866, -0.0332, -0.0972, -0.2868, 0.0951, -0.7721, 0.7629, -0.0865, -0.4766, -0.0149, -0.0295, -0.1238, -0.0048, 0.0905, 0.0912, 0.0563, 0.0904, 0.0834, 0.0864, 0.1331, 0.1321, 0.1452, 0.1279, 0.1269, 0.0892, 0.0664, 0.0898, 0.0851, 0.0821, 0.0900, -0.0629, -0.0724, 0.0054, -0.1454, -0.0018, -0.0625, -0.3445, 0.0716, 0.0788, 0.1089, 0.0102, 0.1213, 0.1194, 0.1086, -0.0683, -0.0641, -0.0073, -0.1513, 0.0002, -0.0662, -0.3574, 0.0742, 0.0745, 0.1081, 0.1064, 0.1173, 0.1183, 0.0916


(3)
The following is a DFT calculation (wB97M-V/def2-TZVPD) of an isolated molecule of C22H27N5O3S2.

CARTESIAN COORDINATES (ANGSTROEM)
C: 2.962 4.989 -1.964
O: 2.728 4.169 -3.085
C: 2.084 2.991 -2.910
C: 1.886 2.226 -4.064
C: 1.245 1.012 -3.999
C: 0.782 0.517 -2.776
C: 0.098 -0.756 -2.699
N: -0.677 -1.180 -1.710
C: -1.095 -2.404 -2.123
S: -2.162 -3.444 -1.238
C: -2.416 -2.349 0.251
C: -3.384 -1.216 -0.082
C: -3.070 -0.007 0.796
O: -3.782 0.370 1.702
N: -1.916 0.594 0.442
C: -1.385 1.720 1.169
C: -0.366 1.314 2.246
N: 0.832 0.727 1.653
C: 0.957 -0.697 1.911
C: 2.140 -1.250 1.116
O: 3.339 -0.603 1.473
C: 3.234 0.785 1.260
C: 2.066 1.390 2.043
C: -2.825 -3.170 1.412
C: -2.018 -3.654 2.400
C: -2.715 -4.420 3.358
C: -4.040 -4.515 3.081
S: -4.466 -3.672 1.649
N: -0.619 -2.756 -3.301
N: 0.133 -1.705 -3.660
C: 0.980 1.280 -1.628
C: 1.621 2.503 -1.691
H: 2.024 5.306 -1.497
H: 3.487 5.863 -2.344
H: 3.588 4.485 -1.222
H: 2.245 2.616 -5.003
H: 1.088 0.454 -4.911
H: -1.413 -1.955 0.429
H: -3.269 -0.923 -1.126
H: -4.413 -1.533 0.087
H: -1.355 0.175 -0.294
H: -2.230 2.209 1.661
H: -0.922 2.411 0.461
H: -0.849 0.610 2.933
H: -0.103 2.209 2.817
H: 0.040 -1.196 1.597
H: 1.121 -0.900 2.984
H: 2.289 -2.310 1.331
H: 1.949 -1.120 0.040
H: 4.180 1.216 1.592
H: 3.096 0.984 0.187
H: 1.988 2.454 1.813
H: 2.263 1.274 3.124
H: -0.960 -3.466 2.444
H: -2.248 -4.875 4.213
H: -4.802 -5.028 3.633
H: 0.639 -1.724 -4.531
H: 0.656 0.906 -0.669
H: 1.757 3.065 -0.781

The value obtained for the HOMO-LUMO gap is 8.727 eV. The SMILES is COc1ccc(-c2nc(S[C@@H](CC(=O)NCCN3CCOCC3)c3cccs3)n[nH]2)cc1. Its charge is 0. For the energy relative to the best compared isomer or geometry (same formula, charge and spin), the calculation gives 15.4 kJ/mol. For the lowest unoccupied orbital energy, the calculation gives 0.46 eV.

The molecule's Löwdin atomic charges, reported in e, are given here: -0.0795, -0.0737, -0.2668, 0.0079, -0.0198, -0.1519, -0.2663, 0.1289, -0.6928, 1.0109, -0.5657, -0.1297, -0.4965, 0.0688, 0.0720, -0.1525, -0.1580, -0.1813, -0.1604, -0.1842, -0.1235, -0.1919, -0.1662, -0.5662, -0.1232, -0.1824, -0.4061, 1.0565, 0.0471, 0.0625, -0.0244, -0.0082, 0.0977, 0.0952, 0.0959, 0.1211, 0.1088, 0.0691, 0.1090, 0.0964, 0.0815, 0.1201, 0.1128, 0.1277, 0.1188, 0.0952, 0.1346, 0.1285, 0.1180, 0.1271, 0.1096, 0.1192, 0.1309, 0.1087, 0.1011, 0.0607, 0.1546, 0.0751, 0.0989


(4)
The following is a DFT calculation (wB97M-V/def2-TZVPD) of a cluster of 2 separate species, C22H27N6O7 in total.

CARTESIAN COORDINATES (ANGSTROEM)
O: -0.448 2.840 -4.738
O: -1.827 0.524 -3.264
O: 1.198 -1.676 4.208
O: -4.280 -4.824 -6.134
O: -2.018 -3.069 -2.793
O: -1.517 2.513 4.915
O: -0.674 3.978 -2.797
C: -0.206 2.958 -3.548
C: -0.740 0.037 -3.549
C: 0.224 -1.246 3.594
C: -3.528 -3.940 -5.777
C: -2.403 -2.914 -3.942
C: -0.854 1.686 5.523
C: 3.138 1.763 2.395
C: 2.470 1.308 3.498
C: 4.230 0.002 3.189
C: 2.796 1.615 -1.715
C: 2.604 0.235 -1.804
C: 1.849 2.486 -2.261
C: 1.459 -0.272 -2.424
C: 0.709 1.994 -2.914
C: 0.495 0.594 -2.975
N: -3.246 -3.864 -4.443
N: 4.239 0.939 2.219
N: -1.018 1.447 6.829
N: -0.701 -1.086 -4.354
N: -0.271 -0.024 3.805
N: 3.164 0.215 3.984
C: -0.446 -2.088 2.535
C: -2.000 2.135 7.669
C: -2.962 -2.938 -6.784
C: -1.915 -1.756 -4.839
C: -1.674 -2.280 -6.259
C: 1.226 1.920 4.103
C: 0.265 0.928 4.795
H: -1.271 4.459 -3.391
H: 2.856 2.619 1.791
H: 4.911 -0.843 3.266
H: 3.689 2.020 -1.250
H: 3.340 -0.452 -1.396
H: 2.008 3.561 -2.213
H: 1.302 -1.348 -2.455
H: -3.544 -4.620 -3.841
H: 4.927 1.019 1.476
H: -0.442 0.745 7.265
H: 0.205 -1.513 -4.517
H: -1.082 0.259 3.271
H: 2.764 -0.476 4.622
H: -0.418 -1.568 1.578
H: 0.077 -3.041 2.447
H: -1.482 -2.274 2.816
H: -1.827 3.213 7.641
H: -3.010 1.940 7.300
H: -1.926 1.790 8.702
H: -3.720 -2.173 -6.972
H: -2.760 -3.452 -7.728
H: -2.739 -1.034 -4.890
H: -0.859 -3.013 -6.253
H: -1.381 -1.456 -6.920
H: 0.678 2.448 3.319
H: 1.541 2.669 4.833
H: 0.821 0.382 5.557

The value obtained for the HOMO-LUMO gap is 8.639 eV. Its charge is +1. For the lowest unoccupied orbital energy, the calculation gives -2.86 eV.

The molecule's Löwdin atomic charges, reported in e, are given here: 0.1250, 0.0927, 0.0118, 0.0864, 0.0790, 0.0784, 0.1322, -0.4716, -0.4115, -0.5212, -0.4366, -0.3731, -0.4729, 0.0104, -0.1847, -0.0212, -0.0861, -0.0785, -0.0043, -0.0092, -0.0694, -0.0637, 0.1905, 0.1190, 0.0273, 0.1253, 0.1321, 0.1677, 0.0212, -0.0408, -0.0691, -0.2021, -0.1336, -0.0446, -0.1976, 0.1375, 0.1458, 0.1656, 0.0935, 0.0989, 0.1250, 0.1191, 0.1773, 0.1779, 0.1366, 0.1461, 0.1644, 0.1509, 0.0892, 0.0917, 0.0940, 0.0936, 0.0942, 0.0907, 0.1342, 0.1309, 0.1663, 0.1274, 0.1273, 0.1370, 0.1411, 0.1368


What is the charge in the third record?
0


Which of these has the lowest charge?
C22H27N3O6Sr


Which formula does entry 3 have?
C22H27N5O3S2